# C42H37AuP2

C42H37AuP2 as an isolated structure (the ωB97M-V functional and the def2-TZVPD basis, the OMol25 dataset).

net charge = +2
LUMO (spin up / spin down) = -5.30 / -9.69 eV
molar mass = 800.7 g/mol
E = -66407.5616 eV
2S+1 = 3
ΔE to the lowest compared entry with this formula, charge and spin = 0.000 eV
Kohn-Sham gap (spin up / spin down) = 8.09 / 4.55 eV
HOMO level (spin up / spin down) = -13.386 / -14.236 eV

Positions of all 82 atoms, in Å:
C (-1.4350, -0.4353, -2.4166)
C (-0.0424, -0.3824, -2.2653)
C (0.7324, -1.4631, -2.7243)
C (0.1445, -2.5069, -3.4265)
C (-1.2289, -2.5041, -3.6617)
C (-2.0115, -1.4791, -3.1224)
P (0.7016, 0.9743, -1.3261)
C (2.4233, 0.9879, -1.8820)
C (3.4542, 0.3950, -1.1327)
C (4.7733, 0.4625, -1.5808)
C (5.0680, 1.0740, -2.8017)
C (4.0402, 1.6335, -3.5653)
C (2.7222, 1.6051, -3.1067)
Au (0.5657, 0.6210, 0.9591)
P (-0.8204, -1.0744, 1.6149)
C (-0.3746, -2.5811, 0.7115)
C (-1.3231, -3.3587, 0.0233)
C (-0.9406, -4.5469, -0.5988)
C (0.3941, -4.9488, -0.6090)
C (1.3543, -4.1442, 0.0054)
C (0.9801, -2.9745, 0.6616)
C (-0.6528, -1.4252, 3.3887)
C (-0.8006, -0.3643, 4.3049)
C (-0.6662, -0.5953, 5.6748)
C (-0.3849, -1.8814, 6.1501)
C (-0.2429, -2.9356, 5.2444)
C (-0.3745, -2.7190, 3.8706)
C (-2.5573, -0.6508, 1.3258)
C (-2.9538, 0.6046, 0.8256)
C (-4.3026, 0.8762, 0.5957)
C (-5.2782, -0.0754, 0.8947)
C (-4.8975, -1.2980, 1.4511)
C (-3.5512, -1.5802, 1.6851)
C (-0.1556, 2.5031, -1.7971)
C (-0.6615, 2.6559, -3.1021)
C (-1.3113, 3.8367, -3.4748)
C (-1.4876, 4.8728, -2.5552)
C (-1.0112, 4.7219, -1.2517)
C (-0.3739, 3.5407, -0.8709)
H (-0.9958, 0.6432, 3.9363)
H (-0.7727, 0.2282, 6.3774)
H (-0.2753, -2.0598, 7.2215)
H (-0.0114, -3.9359, 5.6082)
H (-0.2571, -3.5485, 3.1727)
H (-2.3616, -3.0292, -0.0260)
H (-1.6946, -5.1499, -1.1025)
H (0.6838, -5.8743, -1.1089)
H (2.4026, -4.4302, -0.0310)
H (1.7368, -2.3447, 1.1298)
H (-2.1968, 1.3671, 0.6160)
H (-4.5951, 1.8390, 0.1827)
H (-6.3317, 0.1374, 0.7066)
H (-5.6468, -2.0422, 1.7071)
H (-3.2620, -2.5274, 2.1502)
H (-0.5687, 1.8407, -3.8239)
H (-1.6835, 3.9401, -4.4947)
H (-1.9980, 5.7899, -2.8452)
H (-1.1374, 5.5237, -0.5232)
H (-0.0414, 3.4100, 0.1606)
H (3.2221, -0.0870, -0.1810)
H (5.5695, 0.0273, -0.9748)
H (6.0977, 1.1117, -3.1546)
H (4.2599, 2.1020, -4.5250)
H (1.9213, 2.0504, -3.6985)
H (1.8029, -1.4769, -2.5268)
H (0.7485, -3.3362, -3.7915)
H (-1.6647, -3.3143, -4.2446)
H (-3.0919, -1.4477, -3.2294)
H (-2.0779, 0.3344, -1.9878)
H (-3.5128, -3.6601, -3.6110)
H (-3.7671, -2.9664, -3.4702)
C (3.6204, 4.0226, 2.6638)
C (3.4380, 3.9744, 1.2757)
C (2.5727, 3.0053, 0.7364)
C (1.9101, 2.1186, 1.5740)
C (2.0985, 2.1566, 2.9523)
C (2.9552, 3.1207, 3.5120)
H (4.2907, 4.7760, 3.0920)
H (3.9533, 4.6758, 0.6099)
H (2.4563, 2.9758, -0.3455)
H (1.5881, 1.4515, 3.5993)
H (3.1023, 3.1678, 4.5962)